# 1
ORCA calculation (ωB97M-V with the def2-TZVPD basis set) on C31H44N7O6Sn as an isolated structure.

## Properties
E_HOMO (alpha / beta), eV: -16.441 / -16.441
Energy relative to the best compared isomer or geometry (same formula, charge and spin), kJ/mol: 156.8
Kohn-Sham gap (alpha / beta), eV: 5.2 / 5.3
Net charge: +3

Geometry (Å):
1 H -4.820 2.415 0.224
2 H -0.905 -0.427 3.613
3 H 2.852 -1.329 -1.487
4 H 2.157 -4.695 0.494
5 H 3.375 2.979 -0.364
6 H 4.705 3.061 -1.516
7 H -3.166 -1.409 -0.261
8 H 4.144 -2.132 -0.612
9 C 4.194 0.924 -2.781
10 Sn 1.031 0.950 -0.590
11 C -3.521 -0.038 -4.022
12 H 4.005 -0.143 -2.870
13 C -2.773 2.556 1.854
14 H -3.461 3.400 1.865
15 H 0.988 4.069 -4.067
16 C 0.266 -3.145 -2.610
17 C -2.602 1.114 -0.130
18 H -3.077 -1.500 -5.542
19 N -3.817 0.569 0.020
20 H 1.953 -2.718 2.378
21 H 2.846 1.650 3.658
22 C -4.994 1.361 0.420
23 O 1.960 1.139 1.384
24 H -4.602 -1.223 0.750
25 C -4.091 -0.862 -0.142
26 O -0.041 0.126 8.243
27 C -0.089 0.010 4.174
28 H -5.250 1.219 1.469
29 C -0.211 -1.927 -1.974
30 H -1.523 -3.146 -5.450
31 C 0.969 0.618 3.495
32 C -1.708 -1.674 -3.891
33 H -3.693 1.259 -2.360
34 C 2.035 1.179 4.196
35 H -3.239 1.685 2.299
36 H -0.888 -0.484 6.123
37 H 2.960 4.723 -2.039
38 C 0.983 0.534 6.223
39 C 1.050 -2.413 -0.032
40 C 0.608 4.074 -3.044
41 N 0.982 0.492 7.707
42 H -1.895 2.807 2.450
43 H -1.311 -3.985 1.456
44 H 0.540 5.105 -2.694
45 H -4.348 0.408 -4.560
46 H -0.356 3.055 0.595
47 C 1.132 -4.706 0.852
48 O 2.021 0.751 8.268
49 N -1.652 0.500 -0.929
50 H 3.130 3.568 -3.368
51 C 2.781 -2.455 1.727
52 H 1.120 -4.802 1.936
53 C -1.272 3.149 0.003
54 C -1.150 -2.825 -4.484
55 C -0.086 -0.032 5.556
56 H 3.520 -3.255 1.719
57 H -1.609 4.177 0.127
58 H 2.856 1.553 6.162
59 N 0.404 -1.514 -0.870
60 H -1.473 -2.608 0.363
61 H 5.261 1.084 -2.621
62 H 1.056 -3.690 -2.109
63 C -2.011 -0.089 -2.058
64 H 3.885 1.417 -3.704
65 O 3.449 1.408 -1.658
66 C -2.796 -1.095 -4.576
67 H 3.251 -1.551 2.116
68 N 2.292 -2.152 0.371
69 H -0.383 3.621 -3.043
70 C 3.648 2.808 -1.408
71 C -1.041 -3.594 0.475
72 C 2.823 3.676 -2.324
73 H -1.073 2.983 -1.049
74 O -0.035 0.262 1.338
75 O 1.452 3.298 -2.191
76 H -4.735 -1.038 -1.004
77 C -3.158 0.423 -2.792
78 H -5.833 1.020 -0.185
79 N 0.417 -3.500 0.399
80 C -0.163 -3.568 -3.832
81 C 0.955 0.669 2.020
82 C -1.259 -1.181 -2.637
83 H -1.433 -4.268 -0.287
84 N -2.308 2.251 0.491
85 C 2.046 1.135 5.582
86 H 0.618 -5.567 0.425
87 C 3.270 -1.490 -0.498
88 H 0.261 -4.450 -4.294
89 H 3.601 -0.551 -0.059

=====

# 2
ORCA calculation (ωB97M-V with the def2-TZVPD basis set) on a 2-piece molecular cluster, C5H14NO overall.

## Properties
E_HOMO (alpha / beta), eV: -9.123 / -9.098
Expectation value of S²: 0.7542
Energy relative to the best compared isomer or geometry (same formula, charge and spin), kJ/mol: 130.9
Kohn-Sham gap (alpha / beta), eV: 10.1 / 7.3
Multiplicity: 2

Geometry (Å):
1 H 0.820 2.222 2.860
2 C 1.172 1.364 2.220
3 H -0.800 0.429 2.270
4 H -1.308 -1.651 -1.589
5 N 0.542 -0.037 -2.669
6 C -0.783 0.283 -2.149
7 H 1.116 0.834 -2.536
8 H 1.597 -1.192 1.665
9 O 0.431 -0.516 0.163
10 H -0.665 0.534 -1.092
11 C 0.213 0.125 2.466
12 H -0.024 -1.927 1.665
13 H 2.240 1.200 2.536
14 H -1.196 1.205 -2.740
15 H 1.213 1.682 1.204
16 H 0.253 -0.256 3.515
17 C -1.727 -0.872 -2.239
18 H 0.902 -0.672 -1.960
19 H -2.675 -0.532 -1.785
20 H -1.891 -1.244 -3.274
21 C 0.569 -0.981 1.471

=====

Q: What is the energy relative to the best compared isomer or geometry (same formula, charge and spin) in the first record?
A: 156.8 kJ/mol

=====

Q: Which value of energy relative to the best compared isomer or geometry (same formula, charge and spin) does entry 2 give?
A: 130.9 kJ/mol

=====

Repeat the second record exactly.
ORCA calculation (ωB97M-V with the def2-TZVPD basis set) on a 2-piece molecular cluster, C5H14NO overall.

## Properties
E_HOMO (alpha / beta), eV: -9.123 / -9.098
Expectation value of S²: 0.7542
Energy relative to the best compared isomer or geometry (same formula, charge and spin), kJ/mol: 130.9
Kohn-Sham gap (alpha / beta), eV: 10.1 / 7.3
Multiplicity: 2

Geometry (Å):
1 H 0.820 2.222 2.860
2 C 1.172 1.364 2.220
3 H -0.800 0.429 2.270
4 H -1.308 -1.651 -1.589
5 N 0.542 -0.037 -2.669
6 C -0.783 0.283 -2.149
7 H 1.116 0.834 -2.536
8 H 1.597 -1.192 1.665
9 O 0.431 -0.516 0.163
10 H -0.665 0.534 -1.092
11 C 0.213 0.125 2.466
12 H -0.024 -1.927 1.665
13 H 2.240 1.200 2.536
14 H -1.196 1.205 -2.740
15 H 1.213 1.682 1.204
16 H 0.253 -0.256 3.515
17 C -1.727 -0.872 -2.239
18 H 0.902 -0.672 -1.960
19 H -2.675 -0.532 -1.785
20 H -1.891 -1.244 -3.274
21 C 0.569 -0.981 1.471

=====

Q: energy relative to the best compared isomer or geometry (same formula, charge and spin) of number 2 (C5H14NO)?
A: 130.9 kJ/mol